C22H42BINO6 | wB97M-V/def2-TZVPD

Calculated values
spin multiplicity	1
SMILES	C=CC(=O)OCCCCCC[C@H]1C[N@H+](C)[C@](I)(CB(O)O)[C@@H](CCCCCOCC)O1
HOMO level	-11.402	eV
charge	+1
gap between HOMO and LUMO	0.2917	hartree
strongest force on any atom	8.10	eV/A
energy	-46030.5359	eV

Cartesian coordinates (Å):
C: -1.751 2.719 8.828
C: -1.281 2.495 7.430
C: -1.565 3.599 6.240
O: -2.700 4.301 6.283
O: -0.648 3.854 5.116
C: -1.313 3.390 3.854
C: -0.255 3.715 2.643
C: -0.903 3.495 1.119
C: 0.430 3.265 0.134
C: 0.049 2.657 -1.342
C: 1.375 2.499 -2.307
C: 2.117 1.018 -2.181
C: 3.184 1.119 -0.966
N: 3.264 -0.032 -0.006
C: 4.736 -0.456 0.049
C: 2.294 -1.162 -0.217
I: 0.386 -0.484 0.726
C: 2.659 -2.573 0.527
B: 2.482 -2.327 2.177
O: 3.277 -1.369 2.969
O: 1.424 -3.085 2.902
C: 1.960 -1.278 -1.818
C: 1.038 -2.563 -2.248
C: -0.121 -2.133 -3.367
C: -0.866 -3.550 -3.795
C: -1.977 -3.379 -4.992
C: -3.539 -3.370 -4.489
O: -3.709 -3.103 -3.052
C: -4.646 -1.988 -2.807
C: -4.934 -1.900 -1.162
O: 1.133 -0.063 -2.124
H: -1.391 1.959 9.664
H: -2.466 3.619 9.148
H: -0.727 1.494 7.160
H: -2.383 3.866 3.714
H: -1.403 2.215 3.944
H: 0.696 3.049 2.834
H: 0.113 4.839 2.745
H: -1.662 2.606 1.066
H: -1.363 4.533 0.825
H: 0.879 4.343 -0.038
H: 1.142 2.559 0.757
H: -0.615 1.677 -1.275
H: -0.648 3.459 -1.885
H: 2.184 3.345 -2.078
H: 1.010 2.584 -3.417
H: 2.731 0.873 -3.187
H: 2.954 2.131 -0.375
H: 4.255 1.306 -1.460
H: 3.062 0.364 0.962
H: 5.474 0.478 0.142
H: 4.993 -0.991 -0.959
H: 4.984 -1.116 1.012
H: 3.699 -3.036 0.244
H: 1.855 -3.419 0.276
H: 2.598 -0.768 3.438
H: 1.820 -3.742 3.546
H: 2.958 -1.233 -2.453
H: 0.444 -3.063 -1.360
H: 1.750 -3.334 -2.816
H: 0.350 -1.576 -4.296
H: -0.970 -1.481 -2.839
H: -1.275 -4.019 -2.804
H: 0.000 -4.237 -4.244
H: -1.752 -2.433 -5.647
H: -1.858 -4.335 -5.693
H: -4.124 -2.537 -5.113
H: -4.103 -4.393 -4.712
H: -4.165 -0.966 -3.195
H: -5.627 -2.237 -3.420
H: -5.477 -2.897 -0.827
H: -3.906 -1.821 -0.587
H: -5.636 -0.975 -0.927